DFT (ωB97M-V/def2-TZVPD) results for a cluster of 9 separate species, C35H50N4O15 in total at a distorted geometry.

Values from the calculation:
2S+1: 1
Total energy in eV: -73776.9120
E_LUMO in eV: 0.49

XYZ file:
```
104
Properties=species:S:1:pos:R:3:forces:R:3:lowdin_charge:R:1
C 15.317 4.289 21.894 0.004 -0.047 -0.829 -0.033
O 15.202 4.767 20.539 0.728 0.883 0.404 -0.032
C 16.054 5.811 20.333 -0.709 -1.538 -2.798 -0.632
O 16.762 6.352 21.107 0.525 0.575 1.470 0.149
O 16.064 6.029 18.997 -0.595 -0.070 0.754 -0.032
C 16.990 7.043 18.605 0.212 -0.032 0.925 -0.039
H 15.209 5.143 22.536 -0.075 0.021 0.668 0.090
H 16.281 3.803 22.024 0.095 0.095 0.149 0.099
H 14.535 3.557 21.985 -0.357 -0.149 0.293 0.088
H 17.988 6.705 18.942 -0.288 0.421 -0.688 0.109
H 16.750 7.974 19.126 0.052 -0.046 -0.132 0.087
H 16.843 7.161 17.542 0.380 -0.038 -0.264 0.079
C 17.380 4.530 13.784 0.636 0.285 -0.447 -0.003
O 18.285 4.504 12.647 -0.764 -0.410 0.173 0.010
C 19.327 5.289 12.739 0.200 0.160 -0.721 -0.701
O 19.632 5.973 13.660 0.222 1.090 2.118 0.123
O 20.016 5.256 11.628 -0.059 -0.780 -1.317 -0.008
C 21.310 5.889 11.622 -1.953 0.000 -0.037 -0.005
H 16.623 3.840 13.448 -0.341 -0.184 0.513 0.084
H 16.969 5.537 13.911 0.059 -0.215 -0.012 0.085
H 17.922 4.235 14.693 -0.391 -0.053 -0.302 0.108
H 21.823 5.498 12.483 0.921 -0.057 -0.125 0.096
H 21.154 6.957 11.714 0.261 0.269 0.105 0.091
H 21.589 5.635 10.614 1.123 -0.046 0.046 0.096
C 12.795 -0.378 10.668 1.024 -0.263 0.380 -0.036
O 12.154 0.710 11.345 0.696 -1.488 -1.233 -0.004
C 10.843 0.557 11.457 0.619 2.936 2.085 -0.663
O 10.140 -0.375 11.280 -0.480 -1.186 -0.822 0.154
O 10.486 1.743 12.021 -2.187 -0.640 -0.318 -0.043
C 9.006 1.816 12.205 1.942 -0.100 -0.104 0.014
H 12.312 -1.332 10.784 -0.378 -0.272 0.762 0.087
H 13.826 -0.420 11.043 -0.374 0.027 -0.155 0.104
H 12.797 -0.264 9.606 0.111 0.726 -0.775 0.086
H 8.569 1.855 11.213 -0.313 0.113 0.101 0.095
H 8.890 2.711 12.790 -0.354 0.295 0.021 0.088
H 8.697 0.936 12.752 -0.253 -0.078 0.052 0.088
C 12.045 -0.349 14.450 0.840 -1.188 0.104 -0.024
O 12.665 0.693 15.188 0.118 -0.058 -0.427 0.022
C 11.807 1.408 15.882 2.136 2.586 0.235 -0.599
O 10.632 1.253 15.960 -0.982 -0.154 0.421 0.142
O 12.546 2.480 16.390 -1.950 -1.219 -0.026 -0.032
C 11.698 3.465 17.063 0.064 -1.398 -0.883 -0.015
H 11.096 -0.077 14.020 -0.158 0.349 -0.230 0.082
H 11.881 -1.158 15.148 -0.256 -0.428 0.051 0.101
H 12.781 -0.694 13.714 -0.353 0.313 0.114 0.103
H 10.845 3.688 16.411 0.308 0.311 0.123 0.098
H 12.396 4.268 17.189 -0.094 0.613 0.403 0.070
H 11.287 3.039 17.982 0.312 0.247 0.083 0.096
C 13.658 7.037 16.159 -1.734 -0.219 -1.017 0.002
O 12.950 6.576 14.960 1.431 0.082 0.909 -0.014
C 13.477 5.422 14.550 -3.068 1.845 -2.299 -0.669
O 14.348 4.790 14.998 2.389 -1.397 1.438 0.167
O 12.766 5.149 13.450 0.276 -0.962 -0.616 -0.007
C 13.178 3.971 12.750 0.094 -0.271 -0.342 -0.034
H 13.301 6.344 16.896 0.432 -0.051 0.995 0.074
H 13.141 7.988 16.271 0.894 0.306 0.533 0.079
H 14.739 6.988 16.012 -0.312 0.400 0.211 0.087
H 14.060 4.158 12.108 -0.457 0.100 0.294 0.077
H 12.311 3.686 12.158 0.171 -0.101 -0.110 0.089
H 13.447 3.160 13.422 -0.157 0.034 0.212 0.093
C 16.047 8.869 14.432 -1.077 0.581 0.436 -0.070
C 17.343 8.774 13.939 -0.764 0.021 0.884 -0.060
C 18.307 9.386 14.715 1.545 0.284 -0.202 -0.152
N 18.081 10.112 15.805 0.657 -0.203 -0.058 0.063
C 16.836 10.222 16.225 -0.320 -0.166 -0.081 -0.179
C 15.766 9.629 15.597 0.273 -0.497 -0.879 -0.081
H 15.195 8.412 13.937 0.163 -0.085 -0.195 0.089
H 17.612 8.221 13.053 -0.098 -0.090 -0.042 0.092
H 19.372 9.291 14.436 -0.615 0.072 0.082 0.115
H 16.670 10.777 17.122 0.031 0.469 0.495 0.094
H 14.773 9.802 16.020 0.203 -0.390 -0.419 0.091
C 14.563 7.896 11.083 0.875 0.274 -0.441 -0.043
C 15.780 8.511 10.702 -1.770 -1.303 0.274 -0.077
C 16.691 7.704 10.067 1.182 -0.103 -0.412 -0.195
N 16.563 6.410 9.829 -1.580 -1.114 0.278 0.073
C 15.376 5.835 10.205 1.763 0.890 0.133 -0.136
C 14.364 6.523 10.826 0.415 1.290 -0.131 -0.070
H 13.828 8.526 11.544 -0.509 -0.084 0.305 0.084
H 16.008 9.548 10.844 -0.159 0.329 0.209 0.097
H 17.634 8.134 9.736 -0.001 -0.009 -0.016 0.105
H 15.273 4.767 10.125 0.235 -0.314 -0.511 0.096
H 13.476 5.967 11.051 -0.452 0.309 0.322 0.084
C 12.061 12.037 15.588 -0.383 0.381 0.940 -0.087
C 11.290 10.885 15.657 0.696 0.662 -1.236 -0.082
C 11.552 9.937 14.673 0.618 -0.734 0.029 -0.161
N 12.529 10.009 13.759 0.650 1.792 0.476 0.078
C 13.294 11.163 13.782 -1.015 -1.927 -0.738 -0.143
C 13.078 12.189 14.657 -0.164 -0.151 0.314 -0.081
H 11.875 12.827 16.309 0.049 0.045 -0.056 0.108
H 10.479 10.765 16.351 -0.081 -0.039 0.208 0.096
H 11.011 9.002 14.694 -0.186 -0.116 -0.234 0.104
H 14.074 11.231 13.026 -0.082 -0.145 0.138 0.104
H 13.714 13.057 14.630 -0.031 0.208 0.055 0.106
C 11.565 8.901 18.773 -0.375 -0.437 0.591 -0.075
C 11.726 7.691 19.488 0.264 1.027 -1.009 -0.051
C 12.994 7.467 20.001 -0.130 0.078 0.044 -0.140
N 13.968 8.378 19.989 0.628 -0.897 0.118 0.081
C 13.793 9.520 19.358 -0.275 -0.026 0.336 -0.156
C 12.609 9.821 18.725 -0.875 0.254 -0.617 -0.085
H 10.605 9.132 18.299 0.361 -0.088 0.149 0.100
H 10.933 6.950 19.559 0.195 0.166 -0.031 0.104
H 13.253 6.500 20.411 -0.019 -0.025 0.292 0.098
H 14.609 10.223 19.399 0.199 0.170 -0.072 0.105
H 12.483 10.765 18.191 0.079 -0.303 0.158 0.089
```
Forces are in eV/Å.

***

DFT (ωB97M-V/def2-TZVPD) results for the ion C5H11NS2 with charge -2 at a distorted geometry.

Values from the calculation:
2S+1: 1
Total energy in eV: -28522.6281
Total charge: -2
E_LUMO in eV: 5.65

XYZ file:
```
19
Properties=species:S:1:pos:R:3:forces:R:3:lowdin_charge:R:1
S -4.478 -0.912 -0.296 0.606 0.297 -0.185 -0.095
C -2.660 -0.693 -0.849 -2.511 -1.101 1.423 -0.743
C -1.768 -0.190 0.254 2.290 -0.044 -0.853 -0.301
C -0.291 -0.098 -0.337 -0.312 -0.045 1.652 -0.267
N 0.410 1.061 0.172 0.546 1.730 -0.935 -0.117
C 1.836 1.226 -0.175 -0.270 -1.949 -0.505 -0.339
C 2.709 0.181 0.575 -1.859 0.004 1.219 -0.903
S 4.429 0.456 0.442 1.630 -0.066 -0.369 0.053
H -2.690 -0.082 -1.735 0.394 0.464 -0.175 0.022
H -2.450 -1.720 -1.122 0.703 -0.049 -0.223 0.011
H -2.086 0.751 0.693 -0.153 0.324 -0.334 0.078
H -1.566 -0.857 1.109 -1.095 -0.155 -0.321 0.093
H -0.227 -0.124 -1.430 -0.219 0.179 0.098 0.104
H 0.160 -1.029 0.055 0.226 -0.008 -0.554 0.090
H 0.212 1.342 1.116 -0.156 -0.421 0.158 0.088
H 2.280 2.228 -0.208 -0.515 0.092 0.855 0.070
H 1.911 0.935 -1.244 -0.027 0.040 0.306 0.091
H 2.429 0.087 1.671 0.006 0.824 -0.779 0.039
H 2.282 -0.782 0.255 0.716 -0.114 -0.478 0.026
```
Forces are in eV/Å.

***

DFT (ωB97M-V/def2-TZVPD) results for the molecule C27H27N5O3 at a distorted geometry.

Values from the calculation:
2S+1: 1
Total energy in eV: -42032.4805
E_LUMO in eV: -0.93

XYZ file:
```
62
Properties=species:S:1:pos:R:3:forces:R:3:lowdin_charge:R:1
C 5.264 1.559 -2.885 0.055 0.060 0.255 -0.070
C 5.316 1.314 -1.379 -0.081 0.086 -0.302 -0.239
N 4.571 0.123 -1.021 0.266 -0.002 -0.077 -0.115
C 5.199 -0.741 -0.047 -0.007 -0.020 0.549 -0.141
C 5.111 -0.172 1.388 0.229 -0.279 -0.165 -0.138
N 3.734 0.089 1.736 0.005 0.327 0.025 0.075
C 2.944 -0.894 2.250 0.118 0.372 0.007 -0.450
O 3.390 -1.900 2.761 0.002 -0.291 -0.035 0.080
C 1.480 -0.647 2.087 -0.466 -0.031 0.017 -0.123
C 0.661 -1.778 1.981 0.098 -0.054 0.088 -0.016
C -0.674 -1.659 1.685 0.107 0.309 0.046 0.009
C -1.231 -0.389 1.489 1.040 0.310 0.303 -0.209
N -2.537 -0.266 1.143 -0.543 0.590 -0.051 0.155
C -3.106 0.889 0.941 0.153 -0.643 0.136 -0.085
C -4.506 0.930 0.541 -0.497 0.081 -0.196 -0.080
C -5.254 2.100 0.734 -0.037 -0.017 0.041 -0.022
C -6.567 2.195 0.330 -0.135 0.027 0.009 -0.080
C -7.177 1.118 -0.296 0.220 0.091 0.105 -0.065
C -6.478 -0.056 -0.487 -0.188 -0.151 -0.078 -0.006
C -5.157 -0.183 -0.058 -0.197 0.316 -0.025 -0.147
N -4.466 -1.371 -0.212 0.415 0.066 0.155 0.123
C -4.807 -2.501 -0.899 0.287 -0.159 0.058 -0.504
C -3.726 -3.558 -0.792 -0.214 -0.116 -0.162 0.003
O -5.834 -2.665 -1.518 -0.219 -0.081 -0.150 0.067
C -2.326 2.153 1.068 0.642 0.492 0.090 -0.369
O -2.715 3.284 0.849 -0.146 -0.041 -0.045 0.070
N -1.016 1.962 1.449 -0.003 0.185 0.024 0.189
C -0.416 0.749 1.648 -0.255 -0.807 0.012 -0.178
C 0.933 0.618 1.951 0.042 -0.173 0.060 0.039
C 3.185 0.115 -1.142 -0.367 -0.046 -0.263 -0.251
C 2.477 -1.095 -1.145 0.089 -0.044 -0.021 -0.019
C 1.106 -1.122 -1.287 -0.006 0.025 -0.017 -0.083
C 0.383 0.050 -1.436 -0.114 0.104 -0.068 -0.105
C 1.065 1.253 -1.446 -0.210 -0.083 -0.053 -0.090
C 2.440 1.290 -1.304 0.283 0.063 0.096 -0.048
H 5.853 2.437 -3.140 0.032 0.117 -0.086 0.074
H 4.243 1.713 -3.221 -0.064 0.036 -0.079 0.064
H 5.669 0.699 -3.412 0.043 -0.074 -0.051 0.079
H 6.355 1.151 -1.087 -0.089 0.026 0.071 0.117
H 4.967 2.207 -0.839 0.084 -0.022 0.044 0.110
H 4.715 -1.717 -0.051 0.110 0.006 -0.004 0.110
H 6.248 -0.883 -0.319 -0.058 -0.061 -0.010 0.124
H 5.501 -0.903 2.098 0.069 0.136 -0.022 0.122
H 5.677 0.759 1.471 0.031 -0.082 0.015 0.118
H 3.281 0.796 1.178 -0.069 -0.152 0.055 0.106
H 1.117 -2.746 2.123 0.044 -0.083 0.002 0.122
H -1.308 -2.526 1.588 -0.101 -0.101 -0.025 0.114
H -4.791 2.946 1.213 0.018 -0.003 -0.035 0.103
H -7.116 3.109 0.501 -0.031 0.087 0.022 0.102
H -8.203 1.187 -0.625 -0.085 -0.013 -0.042 0.106
H -6.948 -0.901 -0.962 0.018 -0.008 0.004 0.099
H -3.560 -1.348 0.270 -0.371 -0.243 -0.167 0.088
H -4.000 -4.416 -1.399 -0.011 0.014 -0.004 0.082
H -3.622 -3.872 0.245 0.056 -0.030 0.100 0.082
H -2.773 -3.161 -1.135 0.121 0.025 0.003 0.076
H -0.459 2.807 1.528 -0.210 -0.093 -0.065 0.170
H 1.528 1.512 2.081 0.103 0.077 -0.024 0.126
H 3.005 -2.031 -1.054 0.077 -0.080 0.008 0.112
H 0.596 -2.075 -1.291 -0.034 -0.094 0.011 0.108
H -0.690 0.026 -1.554 -0.119 -0.005 -0.020 0.103
H 0.522 2.180 -1.567 -0.041 0.085 -0.029 0.108
H 2.926 2.253 -1.316 0.110 0.072 -0.035 0.101
```
Forces are in eV/Å.